Entry 1:
The molecule C6H10N2O. Source: the Open Molecules 2025 dataset; level of theory: ωB97M-V/def2-TZVPD.

```
19
Properties=species:S:1:pos:R:3:forces:R:3:mulliken_charge:R:1
C -3.213746 0.304082 -0.072986 -0.112 0.306 -2.119 -1.195
C -1.853301 -0.105926 0.242663 5.042 -3.362 -2.147 0.894
N -1.061046 -0.053732 1.238091 -3.466 2.584 0.558 -0.643
N 0.114857 -0.660712 1.103167 4.128 -1.526 -0.399 -0.268
C 0.315058 -1.234987 -0.269092 -4.321 0.501 -0.008 -0.234
O -1.142851 -0.938692 -0.801370 1.107 0.877 0.462 -0.438
C 1.176450 -0.076077 0.129606 -0.835 -0.774 -0.009 1.375
C 2.610038 -0.436153 0.495761 -2.508 -3.601 0.565 -1.571
C 1.078160 1.278141 -0.510035 -2.725 -2.404 -2.593 -1.440
H -3.829909 -0.541660 -0.397005 -0.049 -0.040 0.935 0.281
H -3.352045 0.963108 -0.967311 1.038 -0.376 0.456 0.291
H -3.523015 0.927227 0.707857 -1.147 0.313 1.496 0.370
H 0.564950 -2.324480 -0.519206 -0.283 1.816 0.617 0.282
H 2.612745 -1.436373 1.035809 -0.160 0.846 -0.830 0.366
H 3.054636 0.146111 1.206151 1.100 2.282 1.517 0.418
H 3.175979 -0.564129 -0.381518 0.885 0.113 -1.099 0.372
H 1.264958 2.018337 0.154828 0.045 2.448 2.141 0.369
H 0.155962 1.412071 -1.177218 0.939 0.005 1.481 0.297
H 1.852124 1.323847 -1.218186 1.324 -0.008 -1.025 0.473
```
Positions in Å, forces in eV/Å.

Properties
SMILES = CC1=NN2[C@@H](O1)C2(C)C
DFT total energy = -419.232517 Ha
2S+1 = 1
strongest force on any atom = 6.4 eV/A
HOMO-LUMO gap = 0.3406 Eh
LUMO level = 0.9 eV

---

Entry 2:
A structure of composition C5H16N3O3Tl. Source: the Open Molecules 2025 dataset; level of theory: ωB97M-V/def2-TZVPD.

```
28
Properties=species:S:1:pos:R:3:forces:R:3:mulliken_charge:R:1
Tl 2.745276 -2.883208 -0.025837 -0.020 0.097 -0.063 0.975
O -0.532074 -1.525048 2.490943 -0.352 0.062 0.099 -0.394
H -0.662204 -0.697488 2.993663 0.201 0.022 -0.072 0.354
C 0.188566 1.891092 -1.345177 0.848 -0.077 0.879 -1.375
C 0.618506 1.300952 -2.690037 1.373 -0.384 0.619 0.344
C 2.127416 1.585032 -3.179497 -2.190 1.046 2.170 -0.672
O 3.039616 1.061752 -2.231847 1.502 0.151 -0.856 -0.235
C 4.395866 1.519242 -2.514487 0.668 0.320 0.602 -0.835
N 0.390546 -0.176428 -2.658837 0.258 1.364 -1.636 -0.564
H 0.731656 1.468452 -0.499877 0.370 -0.313 -0.139 0.285
H -0.847474 1.644362 -1.113147 -0.151 0.275 -0.429 0.352
H 0.378506 2.960102 -1.249127 -0.340 0.075 -0.393 0.379
H -0.031674 1.837642 -3.380917 -0.140 -0.343 -0.682 0.310
H 2.173936 2.665272 -3.041577 0.138 0.458 -0.439 0.395
H 2.325866 1.397612 -4.234767 0.055 -0.645 0.026 0.433
H 5.047326 1.536142 -1.640757 -0.612 -0.745 0.598 0.301
H 4.516666 2.569242 -2.780967 -0.999 0.196 -0.489 0.325
H 4.964886 0.956602 -3.254587 -0.634 -0.413 -0.320 0.349
H 0.927176 -0.443908 -3.471597 0.646 -0.971 -0.004 0.300
H -0.533044 -0.381358 -3.012517 -0.764 -0.121 0.612 0.302
C -4.506704 -2.347038 4.819803 -2.335 -2.011 3.569 0.792
O -5.594174 -2.328068 5.413013 0.938 0.068 -0.365 -0.414
N -4.269974 -1.614578 3.786623 0.925 2.077 -3.213 -0.224
N -3.404734 -3.022768 5.180143 0.746 -0.820 0.424 -0.296
H -4.981054 -1.045908 3.349493 0.088 0.091 -0.042 0.267
H -3.273884 -1.488658 3.676863 -0.300 0.999 -0.950 0.138
H -3.309634 -3.484368 6.073433 -0.104 -0.059 -0.113 0.253
H -2.625174 -2.954678 4.541573 0.183 -0.398 0.607 0.156
```
Positions in Å, forces in eV/Å.

Properties
DFT total energy = -761.657495 Ha
2S+1 = 1
strongest force on any atom = 4.7 eV/A
total charge = +2
HOMO-LUMO gap = 0.0725 Eh
LUMO level = -13.1 eV

---

Entry 3:
A structure of composition C2F6MnNO4S2Te4. Source: the Open Molecules 2025 dataset; level of theory: ωB97M-V/def2-TZVPD.

```
20
Properties=species:S:1:pos:R:3:forces:R:3:lowdin_spin:R:1
Mn -1.061381 -0.270865 -0.693349 -0.750 0.363 -0.342 4.628
F 3.663038 1.142747 -0.840058 -0.017 -0.013 0.006 0.000
C 2.377886 1.035282 -1.169808 0.016 0.102 0.066 0.000
F 2.253958 1.188221 -2.478695 0.031 -0.041 -0.004 0.000
F 1.693668 1.970288 -0.537613 0.035 -0.026 -0.003 0.001
S 1.794245 -0.687085 -0.715612 -0.278 0.030 0.287 0.007
O 0.859090 -1.098880 -1.756973 0.247 0.162 -0.098 0.037
O 2.971981 -1.443272 -0.457906 -0.024 -0.203 -0.260 0.005
N 0.894513 -0.366647 0.574117 0.300 0.213 0.320 0.026
S 0.358150 -1.601259 1.439191 -0.012 0.275 -0.289 0.007
O 1.332551 -2.372772 2.129745 -0.082 -0.214 -0.026 0.005
O -0.683590 -2.236435 0.643267 0.028 -0.141 0.387 0.037
C -0.545047 -0.624961 2.717935 -0.025 0.121 -0.013 0.001
F 0.289510 0.146976 3.402369 -0.016 -0.052 -0.002 0.000
F -1.149822 -1.465099 3.549461 0.030 -0.015 -0.025 0.000
F -1.464270 0.141346 2.127301 0.026 -0.006 0.040 0.013
Te -3.641318 -0.386804 -1.414222 -1.115 -1.979 0.474 0.051
Te -5.237228 1.686829 -1.552095 -0.372 -0.027 0.349 0.051
Te -3.355974 3.453918 -2.583955 0.067 0.478 0.000 0.054
Te -1.349960 1.788473 -2.383100 1.912 0.974 -0.866 0.076
```
Positions in Å, forces in eV/Å.

Properties
DFT total energy = -4050.684237 Ha
2S+1 = 6
strongest force on any atom = 2.3 eV/A
total charge = -1
HOMO-LUMO gap (spin up / spin down) = 0.1995 / 0.1928 Eh
LUMO level (spin up / spin down) = 2.1 / 1.9 eV